Version w
The following is a quantum chemistry calculation of an isolated ion of composition C3H10N3 and charge +1, from OMol25.

Last column: Löwdin charge in e.
Positions of all 16 atoms, in Å:
1 N 0.4233 -1.2554 1.5766  0.13
2 C 0.5569 -0.3910 0.4729  -0.46
3 N 0.7484 -1.0536 -0.7495  0.08
4 C 0.6656 1.1062 0.5784  -0.03
5 C -0.7527 0.7029 0.3039  -0.11
6 N -1.0729 0.6676 -1.1782  0.18
7 H -0.2335 -1.1184 2.2389  0.05
8 H 0.5239 -2.2247 1.1727  0.12
9 H 0.7516 -2.0987 -0.8026  0.15
10 H 1.5050 -0.7128 -1.3208  0.12
11 H 1.2929 1.7353 -0.0529  0.13
12 H 0.8733 1.3426 1.5938  0.12
13 H -1.5305 0.8004 0.9064  0.09
14 H -0.4934 1.3419 -1.7449  0.19
15 H -2.0659 0.7230 -1.3944  0.17
16 H -0.5583 -0.1834 -1.4125  0.08

Calculated values
Kohn-Sham gap: 9.273 eV
spin multiplicity: 1
M: 88.134 g/mol
HOMO energy: -12.5 eV
net charge: +1

---

Version x
The following is a quantum chemistry calculation of a 2-piece molecular cluster, C3H10N3 overall, from OMol25.

Last column: Löwdin charge in e.
Positions of all 16 atoms, in Å:
1 C -1.6235 1.0825 0.4231  0.01
2 C -0.2431 0.6896 0.1744  -0.33
3 C 2.0675 0.3602 -0.4047  -0.01
4 N -1.0142 0.8288 -0.8874  0.15
5 N -0.7203 -1.7213 0.1415  0.05
6 N 0.9896 0.6598 0.5185  0.08
7 H -2.2937 0.3518 0.8578  0.11
8 H -1.8821 2.1187 0.6077  0.12
9 H 2.4612 1.2827 -0.8328  0.11
10 H 2.8672 -0.1498 0.1269  0.10
11 H 1.7084 -0.2708 -1.2118  0.10
12 H -1.2844 0.1990 -1.6245  0.15
13 H -0.5486 -1.9775 1.1132  0.06
14 H -0.0765 -2.2872 -0.4031  0.05
15 H 1.2472 0.8887 1.4722  0.18
16 H -1.6545 -2.0553 -0.0709  0.06

Calculated values
Kohn-Sham gap: 11.564 eV
spin multiplicity: 1
M: 88.134 g/mol
HOMO energy: -14.7 eV
net charge: +1

---

Version y
The following is a quantum chemistry calculation of a 2-piece molecular cluster, C3H10N3 overall, from OMol25.

Last column: Löwdin charge in e.
Positions of all 16 atoms, in Å:
1 C 1.0658 0.6874 1.2106  0.18
2 C -0.1621 -1.5521 -0.9879  -0.31
3 C -0.4927 2.4769 0.5496  -0.04
4 N 0.6440 -1.9864 -1.8913  0.05
5 N -1.1776 -2.3275 -0.6439  0.07
6 N 0.3157 1.7372 1.4596  -0.03
7 H 1.2753 0.1009 2.1216  0.13
8 H 1.3131 0.3681 0.2053  0.07
9 H 0.0279 3.3353 0.2238  0.08
10 H -0.8436 1.8876 -0.3546  0.13
11 H -1.3334 2.9563 1.1316  0.13
12 H 1.5063 -1.5244 -2.0521  0.07
13 H -1.1612 -3.2369 -1.0128  0.08
14 H -1.8383 -2.1346 0.0782  0.08
15 H 0.2788 2.0090 2.4725  0.19
16 H 0.5821 -2.7969 -2.5103  0.12

Calculated values
Kohn-Sham gap: 6.940 eV
spin multiplicity: 1
M: 88.134 g/mol
HOMO energy: -11.8 eV
net charge: +1

---

Which is the most stable structure? version x is the most stable.

---

Version w
The following is a quantum chemistry calculation of C3H6ClNS as an isolated structure, from OMol25.

Last column: Löwdin charge in e.
Positions of all 12 atoms, in Å:
1 C -0.9518 -0.5542 0.7913  -0.54
2 C -0.3626 0.8413 0.7629  -0.75
3 C 2.7265 -0.8950 -0.3693  -0.23
4 H -1.2853 -0.8763 1.9225  0.12
5 H 0.1382 -1.2389 0.2820  0.13
6 H -1.1431 1.7800 0.7927  0.12
7 H -0.1054 0.9719 1.8986  0.09
8 H 3.4014 -1.7856 -0.3929  0.07
9 H 3.3502 -0.0640 -1.0690  0.11
10 N 1.7750 -0.6732 0.5077  -0.23
11 S 1.0422 0.9397 -0.3634  0.80
12 Cl -2.4664 -0.3213 -0.4872  0.32

Calculated values
Kohn-Sham gap: 9.076 eV
spin multiplicity: 1
M: 123.608 g/mol
HOMO energy: -9.2 eV

---

Version x
The following is a quantum chemistry calculation of a single C3H6ClNS molecule, from OMol25.

Last column: Löwdin charge in e.
Positions of all 12 atoms, in Å:
1 C -1.8258 -0.3241 -0.5267  -0.09
2 N -0.3918 -0.4544 -0.4243  -0.15
3 C 0.4232 0.2227 0.4233  -0.62
4 Cl 0.7623 2.1163 -0.1058  0.39
5 C 2.0106 0.0662 0.6416  -0.75
6 S 2.9197 -0.9237 -0.2574  0.66
7 H -1.9970 -0.5872 0.6346  0.14
8 H -2.3042 0.6025 -0.7742  0.07
9 H -2.1390 -1.1541 -1.1471  0.08
10 H 0.0736 -0.6055 -1.3753  0.15
11 H 0.0742 0.3948 1.3904  0.07
12 H 2.3943 0.6467 1.5208  0.06

Calculated values
Kohn-Sham gap: 8.557 eV
spin multiplicity: 1
M: 123.608 g/mol
HOMO energy: -8.9 eV

---

Which is the most stable structure? version x is the most stable.

---

Version w
The following is a quantum chemistry calculation of C9H19InNO as an isolated structure, from OMol25.

Last column: Löwdin charge in e.
Positions of all 31 atoms, in Å:
1 In 4.8520 3.8445 -1.0013  0.99
2 C -0.1896 -1.7328 -1.4640  0.06
3 C -0.4426 -0.2487 -1.2567  -0.43
4 C -1.8900 -0.0946 -0.6928  -0.09
5 C -1.9609 -0.3951 0.7743  -0.13
6 C -1.0041 0.4545 1.6261  -0.07
7 C 0.4298 0.4004 1.1067  -0.33
8 N 0.4971 0.4961 -0.3924  0.19
9 O 1.8372 0.3658 -0.7643  0.11
10 C 1.3072 1.5028 1.6797  0.02
11 C 1.0617 -1.0569 1.6671  0.14
12 C -0.5333 0.4392 -2.6002  0.03
13 H -0.1168 -2.3354 -0.5586  0.10
14 H 0.8508 -1.9094 -1.7368  0.11
15 H -0.8930 -2.1494 -2.1850  0.15
16 H -2.3960 0.8656 -0.7933  0.16
17 H -2.5064 -0.8392 -1.1964  0.16
18 H -1.7498 -1.4621 0.8460  0.14
19 H -2.9351 -0.2237 1.2323  0.15
20 H -1.1931 -0.0291 2.5845  0.17
21 H -1.3886 1.4743 1.6401  0.17
22 H 2.3509 1.3631 1.9614  0.11
23 H 1.2365 2.2966 0.9361  0.11
24 H 0.8684 1.8455 2.6168  0.12
25 H 0.6207 -1.9833 1.2991  0.10
26 H 2.1381 -0.9936 1.5075  0.11
27 H 0.9454 -1.1825 2.7436  0.13
28 H -0.8455 1.4830 -2.5668  0.12
29 H -1.4063 0.1046 -3.1604  0.13
30 H 0.3457 0.2461 -3.2152  0.13
31 H 2.1097 -0.5459 -0.6370  0.14

Calculated values
Kohn-Sham gap: 5.401 eV
spin multiplicity: 1
M: 272.075 g/mol
HOMO energy: -21.9 eV
net charge: +3

---

Version x
The following is a quantum chemistry calculation of C9H19InNO as an isolated structure, from OMol25.

Last column: Löwdin charge in e.
Positions of all 31 atoms, in Å:
1 In -2.8141 -1.0961 3.6662  1.15
2 C 1.1427 -1.7513 -0.8444  0.06
3 C 1.0818 -0.7443 0.2923  -0.43
4 C 1.9090 0.5054 -0.1443  -0.08
5 C 1.1436 1.3922 -1.0800  -0.12
6 C -0.2074 1.8636 -0.5182  -0.07
7 C -1.0592 0.7005 -0.0180  -0.33
8 N -0.2523 -0.3064 0.7538  0.17
9 O -1.1066 -1.3556 1.1013  -0.04
10 C -2.2088 1.1502 0.8707  -0.02
11 C -1.7530 0.0204 -1.3938  0.14
12 C 1.8682 -1.2689 1.4725  0.04
13 H 0.6169 -1.4724 -1.7575  0.10
14 H 0.4775 -2.5920 -0.6471  0.12
15 H 2.1706 -2.0601 -1.0346  0.15
16 H 2.2825 1.1849 0.6217  0.17
17 H 2.7724 0.1356 -0.6973  0.16
18 H 1.0356 0.8021 -1.9900  0.14
19 H 1.6482 2.3198 -1.3505  0.16
20 H -0.5639 2.3801 -1.4095  0.18
21 H -0.0043 2.5836 0.2746  0.17
22 H -3.2022 0.7021 0.8512  0.10
23 H -1.7973 1.0737 1.8771  0.05
24 H -2.4319 2.1941 0.6500  0.13
25 H -1.0925 -0.4425 -2.1270  0.10
26 H -2.5364 -0.6455 -1.0320  0.11
27 H -2.2721 0.7528 -2.0122  0.13
28 H 1.9992 -0.5635 2.2931  0.12
29 H 2.9318 -1.3356 1.2439  0.13
30 H 1.5339 -2.2615 1.7740  0.13
31 H -1.3118 -1.8653 0.3141  0.14

Calculated values
Kohn-Sham gap: 5.357 eV
spin multiplicity: 1
M: 272.075 g/mol
HOMO energy: -22.5 eV
net charge: +3

---

Which is the most stable structure? version w is the most stable.